This record from the Open Molecules 2025 dataset describes C42H38IN5NaO3Te as an isolated structure in a non-equilibrium geometry. The level of theory is the ωB97M-V functional and the def2-TZVPD basis.

net charge = -2
energy above the lowest of the compared OMol25 structures with the same formula, charge and spin = 155.0 kJ/mol
2S+1 = 2
gap between HOMO and LUMO (spin up / spin down) = 1.465 / 5.958 eV
LUMO (spin up / spin down) = 3.030 / 3.124 eV
E_HOMO (spin up / spin down) = 0.0575 / -0.1042 Eh

Structure (XYZ):
```
91
C42H38IN5NaO3Te | the Open Molecules 2025 dataset | the ωB97M-V functional and the def2-TZVPD basis
Na -1.0057 -0.8898 0.4320
N -5.1432 -2.2689 0.1045
C -4.7857 -3.5857 -0.1373
C -3.5739 -3.5309 -0.7630
N -3.1418 -2.2578 -0.8891
C -4.0795 -1.4898 -0.3390
C -4.0961 -0.0822 -0.2966
N -3.1674 0.7323 -0.7896
C -3.6156 1.9883 -0.5792
C -4.8294 1.9796 0.0368
N -5.1631 0.6508 0.1905
H -5.8127 -1.9837 0.7984
H -5.4463 -4.3972 0.1066
H -2.9868 -4.3465 -1.1453
H -3.0303 2.8350 -0.8844
H -5.4873 2.7682 0.3481
H -5.8534 0.3118 0.8379
I -0.5665 -0.0452 9.0224
C -1.4451 -0.1583 6.9727
C -1.2471 -1.3151 6.2325
C -1.4928 -1.2934 4.8759
C -1.9201 -0.1247 4.2461
C -2.0762 1.0332 5.0107
C -1.8111 1.0299 6.3631
C -2.2242 -0.1104 2.7665
O -2.7410 0.9126 2.2915
O -1.9465 -1.1523 2.1162
H -0.9455 -2.2284 6.7312
H -1.3822 -2.1871 4.2766
H -2.4290 1.9289 4.5196
H -1.9303 1.9306 6.9516
C -1.2250 -1.0851 -5.0753
C 0.1524 -1.0197 -5.2182
C 0.9391 -0.6602 -4.1408
C 0.3684 -0.3429 -2.9132
C -1.0076 -0.3946 -2.7809
C -1.7994 -0.7535 -3.8603
H -1.8417 -1.4196 -5.9020
H 0.6077 -1.2720 -6.1689
H 2.0182 -0.6436 -4.2374
H -1.4889 -0.1832 -1.8393
H -2.8716 -0.7981 -3.7393
C 3.6814 5.5936 -4.1801
C 3.2194 4.2853 -3.5967
C 2.0514 4.1982 -2.8597
C 1.6186 2.9925 -2.3199
C 0.3140 3.0047 -1.5783
C 2.3590 1.8103 -2.4588
Te 1.8121 -0.2579 -1.3346
N 0.6408 -1.7234 -0.4982
C 1.4878 -2.2887 0.3158
O 2.6608 -1.8280 0.4999
C 1.1053 -3.5515 0.9981
C 2.1014 -4.4605 1.3504
C 1.7810 -5.6614 1.9528
C 0.4573 -5.9587 2.2394
C -0.5370 -5.0518 1.9013
C -0.2223 -3.8663 1.2685
C 1.5873 0.9301 0.4139
C 0.3727 1.2294 1.0011
C 0.3127 1.8616 2.2327
C 1.4850 2.1668 2.9007
C 2.7040 1.8615 2.3213
C 2.7711 1.2565 1.0734
C 4.0877 0.9392 0.4411
C 3.5271 1.9145 -3.2294
C 4.3742 0.6971 -3.5049
C 3.9401 3.1184 -3.7904
H 2.9527 6.3773 -3.9781
H 3.8192 5.5180 -5.2603
H 4.6360 5.8955 -3.7453
H 1.4586 5.0949 -2.7040
H -0.3214 3.8163 -1.9381
H 0.4872 3.1633 -0.5135
H -0.2139 2.0624 -1.7068
H 3.1309 -4.2047 1.1351
H 2.5631 -6.3733 2.2007
H 0.2015 -6.8974 2.7157
H -1.5701 -5.2723 2.1321
H -1.0003 -3.1746 0.9932
H -0.5575 1.0075 0.4923
H -0.6507 2.0937 2.6549
H 1.4480 2.6482 3.8689
H 3.6237 2.0967 2.8473
H 4.9099 1.3800 1.0018
H 4.1069 1.3036 -0.5873
H 4.2085 -0.1432 0.4283
H 4.0865 -0.1174 -2.8394
H 5.4326 0.9199 -3.3627
H 4.2393 0.3631 -4.5362
H 4.8443 3.1460 -4.3923
```

This record from the Open Molecules 2025 dataset describes C42H39I2N4NdO4S as an isolated structure in a non-equilibrium geometry. The level of theory is the ωB97M-V functional and the def2-TZVPD basis.

energy above the lowest of the compared OMol25 structures with the same formula, charge and spin = 46.4 kJ/mol
2S+1 = 4
gap between HOMO and LUMO (spin up / spin down) = 6.661 / 6.666 eV
LUMO (spin up / spin down) = -0.051 / -0.049 eV
E_HOMO (spin up / spin down) = -0.2467 / -0.2468 Eh

Structure (XYZ):
```
93
C42H39I2N4NdO4S | the Open Molecules 2025 dataset | the ωB97M-V functional and the def2-TZVPD basis
Nd 0.0240 -0.4445 0.3216
C 0.7934 1.7598 3.2213
N -0.1152 0.6187 3.0046
C -1.5217 1.0869 3.2811
C -2.1445 1.9322 2.1735
C -3.1674 1.2172 1.3105
N -2.5772 0.1150 0.4604
C -3.5744 -0.5495 -0.0361
C -3.4924 -1.5151 -1.0539
C -4.5776 -2.3990 -1.2523
C -4.5824 -3.2540 -2.3109
C -3.4506 -3.3286 -3.1444
C -2.3838 -2.4584 -2.9841
C -2.2697 -1.6123 -1.8272
O -1.1585 -1.0071 -1.5400
C 0.1755 -0.4248 4.0133
C 1.6607 -0.8515 4.1651
C 2.2285 -1.6321 2.9864
N 2.1868 -0.8312 1.7001
C 3.2657 -0.2075 1.3354
C 3.9657 -0.3103 0.0838
C 5.3654 -0.4298 0.0314
C 6.0137 -0.5814 -1.1683
C 5.2542 -0.5851 -2.3297
C 3.8757 -0.4967 -2.3408
C 3.1575 -0.3370 -1.1301
O 1.8560 -0.3436 -1.0840
H 0.7025 2.1036 4.2927
H 0.4810 2.6255 2.6213
H 1.8302 1.4957 2.9806
H -1.4861 1.6789 4.2631
H -2.1508 0.1724 3.3132
H -1.3664 2.3062 1.4686
H -2.6348 2.8116 2.5688
H -3.6047 1.9597 0.6169
H -4.0588 0.8127 1.9527
H -4.6046 -0.4346 0.3977
H -5.3870 -2.2603 -0.5618
H -5.4682 -3.8511 -2.5066
H -3.4516 -3.9559 -4.0306
H -1.5647 -2.4187 -3.6866
H -0.4724 -1.3143 3.8234
H -0.0473 -0.0644 5.0407
H 1.7891 -1.4399 5.0717
H 2.3168 0.0294 4.3137
H 1.6498 -2.5471 2.8014
H 3.2688 -1.8692 3.2071
H 3.7430 0.4854 2.0482
H 5.8998 -0.5501 0.9647
H 7.0603 -0.7630 -1.1733
H 5.7803 -0.5934 -3.2695
H 3.3238 -0.6048 -3.2805
I -2.2162 -4.4537 3.8532
C -1.1961 -4.6809 2.0918
C -0.8976 -6.0530 1.8595
C -0.1218 -6.4441 0.7684
I 0.5163 -8.4876 0.7777
C 0.2799 -5.4207 -0.1952
C 0.8653 -5.6963 -1.4662
C 1.1699 -4.6387 -2.3394
C 1.0283 -3.3241 -1.8454
N 0.6011 -3.0736 -0.5791
C 0.0787 -4.0595 0.1548
C -0.6997 -3.6086 1.3110
O -0.8832 -2.3648 1.5828
H -1.2949 -6.8733 2.4940
H 1.0730 -6.7388 -1.7511
H 1.3933 -4.7917 -3.3934
H 1.3078 -2.4909 -2.4559
O 0.1288 1.9115 -0.1073
S -0.1464 2.3677 -1.5090
C 1.0798 3.6189 -1.7881
C 2.3175 3.5268 -1.1846
C 3.1975 4.6445 -1.2651
C 2.8537 5.7192 -2.0630
C 1.7547 5.6124 -2.9217
C 0.8548 4.5871 -2.7837
C -1.5390 3.5052 -1.4526
C -2.6151 3.2415 -2.2931
C -3.7040 4.1157 -2.3205
C -3.7095 5.2411 -1.5126
C -2.6917 5.4281 -0.5914
C -1.5973 4.5500 -0.5457
H 2.5453 2.6503 -0.5647
H 4.1288 4.5945 -0.7163
H 3.4712 6.6080 -2.0121
H 1.5701 6.4226 -3.6219
H -0.0749 4.4888 -3.3995
H -2.6481 2.3400 -2.9413
H -4.4707 4.0222 -3.0926
H -4.5334 5.9324 -1.4873
H -2.7521 6.3570 -0.0198
H -0.7794 4.7700 0.2020
```

This record from the Open Molecules 2025 dataset describes C42H40BaN2O6P2 as an isolated structure in a non-equilibrium geometry. The level of theory is the ωB97M-V functional and the def2-TZVPD basis.

gap between HOMO and LUMO (spin up / spin down) = 6.282 / 5.579 eV
LUMO (spin up / spin down) = -0.664 / -0.791 eV
E_HOMO (spin up / spin down) = -0.2553 / -0.2341 Eh

Structure (XYZ):
```
93
C42H40BaN2O6P2 | the Open Molecules 2025 dataset | the ωB97M-V functional and the def2-TZVPD basis
Ba 0.0000 0.0000 0.0000
C -2.0542 -0.0804 0.8575
C -2.1629 -0.4024 -0.4914
C -2.6506 0.5441 -1.5759
C -1.5036 1.3031 -2.2869
C -0.3738 1.7160 -1.3698
C -0.5026 2.1973 -0.0711
C -1.8237 2.4677 0.6298
C -2.3218 1.2726 1.4785
C 2.0566 0.2630 -0.1295
H -2.0083 -0.9067 1.5645
H -2.1631 -1.4594 -0.7474
H -3.3696 1.2508 -1.1525
H -3.1972 -0.0368 -2.3261
H -1.0758 0.6528 -3.0575
H -1.9086 2.1815 -2.8122
H 0.5841 1.8674 -1.8641
H 0.3746 2.6637 0.3711
H -2.5801 2.7531 -0.1065
H -1.6977 3.3318 1.2906
H -1.8120 1.2922 2.4478
H -3.3957 1.3889 1.6905
H 2.5690 -0.1828 0.7291
H 2.3263 1.3251 -0.1935
H 2.4183 -0.2417 -1.0350
P 0.1242 -2.5377 -9.4585
P 2.2533 0.5501 -9.7231
C -0.2372 -0.8699 -10.0766
C 0.4918 0.2647 -10.0548
C -0.8059 -3.6676 -10.5550
C -1.9745 -3.2937 -11.2335
C -2.6227 -4.2023 -12.0693
C -2.1181 -5.4940 -12.2257
C -0.9600 -5.8771 -11.5465
C -0.3029 -4.9656 -10.7232
C -0.9168 -2.5055 -7.9379
C -0.5212 -1.6566 -6.8913
C -1.2430 -1.6087 -5.7010
C -2.3589 -2.4298 -5.5252
C -2.7453 -3.2934 -6.5494
C -2.0331 -3.3302 -7.7493
C 2.7183 1.3259 -11.3291
C 2.7190 0.5105 -12.4728
C 3.0910 1.0235 -13.7132
C 3.4954 2.3552 -13.8276
C 3.5210 3.1660 -12.6934
C 3.1325 2.6582 -11.4526
C 2.2999 1.9655 -8.5662
C 3.3919 2.0498 -7.6907
C 3.4886 3.0995 -6.7802
C 2.4840 4.0675 -6.7231
C 1.3903 3.9886 -7.5863
C 1.2996 2.9464 -8.5083
H -1.2712 -0.7846 -10.4149
H -0.0022 1.1744 -10.4001
H -2.3699 -2.2906 -11.1057
H -3.5194 -3.8991 -12.6025
H -2.6239 -6.1992 -12.8795
H -0.5606 -6.8797 -11.6714
H 0.6166 -5.2487 -10.2180
H 0.3626 -1.0323 -7.0076
H -0.9275 -0.9387 -4.9056
H -2.9176 -2.4001 -4.5941
H -3.6103 -3.9386 -6.4201
H -2.3499 -3.9988 -8.5437
H 2.4314 -0.5358 -12.3896
H 3.0765 0.3801 -14.5891
H 3.7943 2.7542 -14.7927
H 3.8378 4.2027 -12.7724
H 3.1462 3.3019 -10.5787
H 4.1547 1.2763 -7.7168
H 4.3377 3.1539 -6.1046
H 2.5507 4.8790 -6.0038
H 0.6034 4.7360 -7.5389
H 0.4525 2.8873 -9.1847
O 0.3555 1.8519 3.2198
C 0.4562 0.6009 3.6107
O 0.4194 -0.3647 2.7178
C 0.4425 0.2626 5.0517
C 0.7433 -1.0402 5.4752
C 0.7006 -1.3859 6.8386
C 0.3235 -0.4054 7.7758
C 0.0053 0.9049 7.3704
C 0.0836 1.2303 6.0030
N -0.4061 1.8835 8.3294
O -0.4953 1.5983 9.4859
O -0.7038 2.9862 7.9801
N 1.0259 -2.7126 7.2633
O 1.3559 -3.5396 6.4668
O 0.9851 -3.0057 8.4194
H 1.0185 -1.7879 4.7419
H 0.2715 -0.6651 8.8253
H -0.1675 2.2321 5.6770
```

This record from the Open Molecules 2025 dataset describes C42H40Br4IrN2O2 as an isolated structure. The level of theory is the ωB97M-V functional and the def2-TZVPD basis.

2S+1 = 6
gap between HOMO and LUMO (spin up / spin down) = 6.023 / 6.073 eV
LUMO (spin up / spin down) = -0.434 / -2.170 eV
E_HOMO (spin up / spin down) = -0.2373 / -0.3029 Eh

Structure (XYZ):
```
91
C42H40Br4IrN2O2 | the Open Molecules 2025 dataset | the ωB97M-V functional and the def2-TZVPD basis
Ir -0.3347 0.4384 0.2826
Br -7.0908 1.3122 2.4215
C -5.5357 0.8921 1.4626
C -5.6427 0.1771 0.2186
Br -7.3393 -0.3022 -0.4157
C -4.5266 -0.1465 -0.5059
Br -4.5892 -1.0542 -2.1450
C -3.2355 0.2109 -0.0269
O -2.1571 -0.0432 -0.6591
C -3.1262 0.9288 1.2278
O -1.9626 1.2251 1.6310
C -4.3142 1.2656 1.9439
Br -4.0628 2.2137 3.5401
C 0.5687 3.0723 2.8382
C 0.5167 3.3471 1.3368
C -0.1881 4.6626 1.0376
C 1.8770 3.1948 0.6787
C 2.6369 4.2900 0.3009
C 3.8499 4.1198 -0.3530
C 4.2803 2.8467 -0.6823
C 3.5496 1.7161 -0.3263
C 3.9595 0.3675 -0.8937
C 3.5092 0.2871 -2.3558
C 5.4558 0.0844 -0.7785
C 2.3750 1.9033 0.4171
N 1.6010 0.7971 0.8541
C 2.0899 -0.1156 1.6997
C 1.3614 -1.3227 1.9234
N 0.1795 -1.4548 1.3561
C -0.6518 -2.5971 1.4407
C -1.2116 -3.0335 2.6490
C -2.0488 -4.1449 2.6016
C -2.3203 -4.8037 1.4121
C -1.7326 -4.3678 0.2367
C -0.8895 -3.2636 0.2344
C -0.1388 -2.8611 -1.0233
C 1.1878 -3.6237 -1.0892
C -0.9409 -3.0292 -2.3083
C -0.9436 -2.3271 3.9707
C -1.8386 -1.1044 4.1395
C -1.0700 -3.2388 5.1909
C 2.1903 -2.2064 2.7658
C 2.0822 -3.4846 3.2368
C 3.1248 -3.9883 4.0611
C 4.2143 -3.2328 4.4110
C 4.3457 -1.9011 3.9303
C 5.3908 -0.9792 4.2143
C 5.3575 0.2834 3.6816
C 4.3205 0.7200 2.8121
C 3.3164 -0.1575 2.5069
C 3.3358 -1.4463 3.1001
H -0.4355 3.0640 3.2597
H 1.1528 3.8499 3.3343
H 1.0346 2.1118 3.0525
H -0.1014 2.5456 0.8724
H 0.2835 5.4942 1.5657
H -1.2229 4.6072 1.3769
H -0.1850 4.8904 -0.0279
H 2.2738 5.2876 0.5032
H 4.4351 4.9807 -0.6429
H 5.1915 2.7258 -1.2534
H 3.4311 -0.4192 -0.3586
H 3.9882 1.0665 -2.9504
H 2.4298 0.4167 -2.4423
H 3.7737 -0.6799 -2.7863
H 6.0365 0.7382 -1.4309
H 5.6624 -0.9419 -1.0811
H 5.8163 0.2143 0.2400
H -2.5006 -4.5061 3.5127
H -2.9764 -5.6629 1.4076
H -1.9225 -4.8969 -0.6847
H 0.1221 -1.7945 -0.9356
H 1.0050 -4.6977 -1.1515
H 1.7925 -3.4382 -0.2011
H 1.7642 -3.3250 -1.9651
H -1.1519 -4.0768 -2.5187
H -0.3699 -2.6420 -3.1526
H -1.8837 -2.4898 -2.2549
H 0.0917 -1.9700 3.9601
H -2.8928 -1.3914 4.1100
H -1.6613 -0.3686 3.3599
H -1.6491 -0.6248 5.1003
H -2.1100 -3.4851 5.4061
H -0.6736 -2.7269 6.0677
H -0.5187 -4.1705 5.0667
H 1.2252 -4.1049 3.0086
H 3.0438 -5.0005 4.4330
H 4.9762 -3.6487 5.0574
H 6.2069 -1.2734 4.8607
H 6.1537 0.9761 3.9192
H 4.3515 1.7188 2.3985
```

This record from the Open Molecules 2025 dataset describes a 7-piece molecular cluster, C42H40BrN10O19P2 overall in a non-equilibrium geometry. The level of theory is the ωB97M-V functional and the def2-TZVPD basis.

net charge = +1
gap between HOMO and LUMO = 8.221 eV
LUMO = -3.218 eV
E_HOMO = -0.4204 Eh

Structure (XYZ):
```
114
C42H40BrN10O19P2 | the Open Molecules 2025 dataset | the ωB97M-V functional and the def2-TZVPD basis
O 0.5051 -0.3173 2.4156
C 1.0308 -0.0158 1.3716
C 0.6520 1.2516 0.6159
N 0.0788 2.2127 1.5547
C -1.1779 2.2646 1.9744
N -1.6752 3.1861 2.7582
C -2.9429 2.9540 2.9229
C -3.8479 3.7853 3.7231
C -3.6468 5.2405 3.3022
O -2.9724 6.0057 3.9252
Br -4.5294 5.7830 1.6529
N -3.2705 1.8598 2.2665
N -2.1796 1.3768 1.6318
P -2.2762 -0.1193 0.6489
O -3.8590 -0.2533 0.3224
O -2.0218 -1.3408 1.6761
P 1.1622 3.4285 2.2133
O 1.0816 3.3670 3.6517
O 2.6007 3.0581 1.7108
O 0.7158 4.8316 1.6325
H 1.8362 -0.6239 0.9382
H 1.5719 1.6224 0.1895
H 0.0140 1.0236 -0.2290
H -3.6666 3.6893 4.7787
H -4.8674 3.5140 3.4677
H -4.2038 1.4851 2.2694
H -4.4008 -0.4113 1.1091
H -1.7359 -2.0885 1.1348
H 2.9560 3.8086 1.2037
H -0.1443 4.7680 1.2088
C -1.1465 -2.6938 4.3834
C -0.3270 -3.6708 4.9329
C -0.8679 -4.8707 5.3668
C -2.2286 -5.0712 5.2439
C -3.0623 -4.1051 4.7147
C -2.5152 -2.9110 4.2794
N -2.8098 -6.3545 5.6592
O -2.0683 -7.1907 6.1164
O -4.0044 -6.4989 5.4926
H -0.7174 -1.7653 4.0343
H 0.7372 -3.5009 5.0152
H -0.2312 -5.6348 5.7865
H -4.1249 -4.2788 4.6302
H -3.1557 -2.1536 3.8540
C -3.7287 0.6193 -5.9510
C -3.8875 -0.0995 -4.7735
C -2.8533 -0.1634 -3.8563
C -1.6714 0.5007 -4.1340
C -1.4936 1.2157 -5.3045
C -2.5325 1.2722 -6.2171
N -0.5806 0.4542 -3.1580
O -0.7535 -0.1963 -2.1392
O 0.4330 1.0671 -3.4009
H -4.5403 0.6707 -6.6639
H -4.8185 -0.6091 -4.5701
H -2.9747 -0.7234 -2.9412
H -0.5633 1.7239 -5.5089
H -2.4106 1.8277 -7.1358
C -6.1073 -7.2205 2.9925
C -5.1632 -6.4446 2.3335
C -5.3673 -6.0698 1.0171
C -6.5200 -6.4809 0.3751
C -7.4674 -7.2626 1.0105
C -7.2561 -7.6322 2.3294
N -6.7465 -6.0650 -1.0159
O -5.8862 -5.3933 -1.5519
O -7.7763 -6.4104 -1.5492
H -5.9451 -7.5024 4.0241
H -4.2679 -6.1287 2.8502
H -4.6317 -5.4657 0.5064
H -8.3607 -7.5795 0.4939
H -7.9894 -8.2390 2.8414
C -2.8952 -8.7308 -4.8808
C -1.8186 -9.2360 -4.1640
C -1.4115 -8.6163 -2.9950
C -2.0952 -7.4962 -2.5602
C -3.1659 -6.9753 -3.2637
C -3.5652 -7.6004 -4.4327
N -1.6842 -6.8487 -1.3090
O -0.7398 -7.3122 -0.7107
O -2.3245 -5.8836 -0.9419
H -3.2142 -9.2212 -5.7906
H -1.2982 -10.1158 -4.5149
H -0.5754 -9.0076 -2.4355
H -3.6899 -6.0993 -2.9104
H -4.4026 -7.2082 -4.9922
C 8.7323 5.5918 1.0000
C 7.4270 5.8114 1.4196
C 6.3729 5.2187 0.7452
C 6.6446 4.4087 -0.3431
C 7.9392 4.1856 -0.7780
C 8.9866 4.7834 -0.0991
N 5.5376 3.7576 -1.0525
O 4.3979 3.9749 -0.6692
O 5.8059 3.0358 -1.9794
H 9.5526 6.0543 1.5293
H 7.2314 6.4444 2.2737
H 5.3588 5.3909 1.0711
H 8.1359 3.5550 -1.6318
H 10.0033 4.6188 -0.4257
C 6.8806 9.2002 -3.4259
C 6.8398 8.4183 -2.2795
C 7.9878 8.2251 -1.5300
C 9.1637 8.8241 -1.9411
C 9.2243 9.6002 -3.0827
C 8.0723 9.7869 -3.8283
N 10.3818 8.6395 -1.1386
O 10.3066 7.9350 -0.1509
O 11.3881 9.1974 -1.5079
H 5.9811 9.3537 -4.0068
H 5.9110 7.9606 -1.9674
H 7.9577 7.6171 -0.6385
H 10.1518 10.0576 -3.3924
H 8.1035 10.3932 -4.7224
```